{"formula": "C38H33N11O5S2W", "method": "ωB97M-V with the def2-TZVPD basis set", "symbols": ["W", "S", "S", "O", "O", "O", "O", "O", "N", "N", "N", "N", "N", "N", "N", "N", "N", "N", "N", "C", "C", "C", "C", "C", "C", "C", "C", "C", "C", "C", "C", "C", "C", "C", "C", "C", "C", "C", "C", "C", "C", "C", "C", "C", "C", "C", "C", "C", "C", "C", "C", "C", "C", "C", "C", "C", "C", "H", "H", "H", "H", "H", "H", "H", "H", "H", "H", "H", "H", "H", "H", "H", "H", "H", "H", "H", "H", "H", "H", "H", "H", "H", "H", "H", "H", "H", "H", "H", "H", "H"], "coordinates": [[-0.13, 0.21, 0.05], [1.89, -3.24, 1.40], [-2.12, 2.15, 2.46], [4.02, -0.24, -0.62], [-2.52, 1.59, 3.72], [-1.80, 2.40, -2.82], [-2.37, -0.49, -0.89], [-1.03, 3.09, 2.46], [0.25, 2.37, 0.06], [1.72, -0.07, -0.90], [1.30, 0.15, 1.59], [-1.69, 0.91, 1.45], [-3.38, -0.61, 2.22], [-6.76, 4.79, -0.07], [-1.22, -1.25, 1.46], [-0.98, -3.01, -2.87], [-0.34, 0.88, -1.84], [-0.53, -1.73, -1.07], [1.19, -3.14, -1.84], [-2.16, -2.19, -2.68], [0.52, 0.43, -2.85], [3.62, -3.55, 1.49], [0.32, 0.54, -4.22], [1.00, 4.51, 0.75], [2.72, -0.49, -3.18], [-1.52, -2.54, 1.61], [-5.70, 2.80, 0.81], [3.31, 0.07, 3.52], [-1.07, 2.04, -1.93], [-1.75, -1.40, -1.47], [-0.71, -3.67, -4.12], [-0.73, 4.32, -0.89], [1.01, 0.25, 2.90], [6.37, -3.94, 1.73], [1.71, -0.07, -2.32], [1.33, 0.11, -5.07], [-2.73, -2.91, 2.15], [0.09, 5.12, -0.09], [5.53, -4.18, 2.82], [-3.43, 4.28, 1.41], [5.83, -3.51, 0.53], [-5.66, 4.17, 0.50], [-2.16, -0.35, 1.76], [1.02, 3.12, 0.82], [2.51, -0.40, -4.55], [-4.63, 2.19, 1.41], [3.62, -0.02, 2.18], [4.46, -3.31, 0.41], [2.87, -0.13, -0.20], [-0.59, 2.96, -0.81], [-3.48, 2.93, 1.70], [0.00, -2.68, -1.95], [2.60, 0.01, 1.26], [4.17, -3.98, 2.70], [-3.64, -1.89, 2.43], [1.98, 0.20, 3.88], [-4.52, 4.90, 0.81], [1.78, -3.21, 0.03], [3.64, -0.87, -2.77], [-2.97, -3.95, 2.32], [0.04, 6.20, -0.14], [-4.48, 5.96, 0.58], [3.29, -0.74, -5.22], [3.51, -4.17, 3.54], [1.68, 2.61, 1.51], [4.05, -2.93, -0.52], [5.95, -4.51, 3.76], [1.41, -3.81, -2.58], [1.19, 0.18, -6.14], [0.01, -4.47, -3.98], [1.66, 5.09, 1.38], [-7.45, 4.20, -0.52], [-3.06, -2.78, -2.50], [-2.54, 4.85, 1.66], [-0.03, 0.36, 3.17], [-4.65, 1.13, 1.64], [-4.62, -2.12, 2.83], [1.67, 0.28, 4.92], [4.63, -0.15, 1.80], [6.47, -3.31, -0.32], [-1.62, -4.11, -4.50], [4.09, 0.04, 4.28], [-1.42, 4.72, -1.61], [-0.61, 0.96, -4.59], [-0.78, -3.26, 1.31], [-2.34, -1.50, -3.52], [-0.31, -2.97, -4.87], [-6.59, 2.23, 0.57], [7.44, -4.10, 1.82], [-6.62, 5.68, -0.50]], "orbital_gap_ev": [6.31, 6.35], "e_lumo_ev": [-0.494, -0.564], "total_energy_ev": -90070.050, "homo_energy_ev": [-6.8, -6.9], "relative_energy_kj_mol": 77.72}